The following is a quantum chemistry calculation of 11 unconnected molecules or ions with the total composition C33H88O33S11 at a distorted geometry, from OMol25.

- E: -8172.8242 a.u.
- Structure (SMILES): CCOS(C)(=O)=O.CCOS(C)(=O)=O.CCOS(C)(=O)=O.CCOS(C)(=O)=O.CCOS(C)(=O)=O.CCOS(C)(=O)=O.CCOS(C)(=O)=O.CCOS(C)(=O)=O.CCOS(C)(=O)=O.CCOS(C)(=O)=O.CCOS(C)(=O)=O
- Multiplicity: 1
- ΔE to the lowest compared entry with this formula, charge and spin: 4.8925 eV
- Orbital gap: 0.393 hartree
- Total charge: 0

Each atom is followed by the atoms it is bonded to, with distances in Å.
Positions of all 165 atoms, in Å:
1 C 5.59349 -0.50555 -3.78334  C2 1.504, H8 1.090, H9 1.090, H10 1.090
2 C 4.38986 -1.34145 -3.44398  C1 1.504, O3 1.445, H11 1.090, H12 1.090
3 O 3.19755 -0.76919 -4.02619  C2 1.445, S4 1.629
4 S 2.07482 -1.83735 -4.52884  O3 1.629, C5 1.845, O6 1.494, O7 1.516
5 C 0.66237 -0.69664 -4.85587  S4 1.845, H13 1.090, H14 1.090, H15 1.090
6 O 2.57183 -2.41330 -5.81429  S4 1.494
7 O 1.79125 -2.79941 -3.39202  S4 1.516
8 H 5.44329 0.51213 -3.42298  C1 1.090
9 H 5.70109 -0.45897 -4.86701  C1 1.090
10 H 6.49967 -1.00996 -3.44795  C1 1.090
11 H 4.56442 -2.33590 -3.85470  C2 1.090
12 H 4.13819 -1.40687 -2.38546  C2 1.090
13 H 0.94441 -0.25651 -5.81234  C5 1.090
14 H 0.58252 -0.17671 -3.90120  C5 1.090
15 H -0.16273 -1.32827 -5.18507  C5 1.090
16 C -1.35507 5.21042 1.86688  C17 1.547, H23 1.090, H24 1.090, H25 1.090
17 C -0.32346 5.05861 0.72454  C16 1.547, O18 1.459, H26 1.090, H27 1.090
18 O 0.64744 4.02510 1.06620  C17 1.459, S19 1.658
19 S 2.24413 4.25237 0.68024  O18 1.658, C20 1.784, O21 1.447, O22 1.433
20 C 2.15868 4.09192 -1.09407  S19 1.784, H28 1.090, H29 1.090, H30 1.090
21 O 2.58638 5.63338 0.94216  S19 1.447
22 O 2.97576 3.17078 1.27100  S19 1.433
23 H -2.10985 5.88433 1.46160  C16 1.090
24 H -0.87707 5.64891 2.74286  C16 1.090
25 H -1.78619 4.23990 2.11248  C16 1.090
26 H -0.81930 4.91879 -0.23603  C17 1.090
27 H 0.21860 5.98200 0.52055  C17 1.090
28 H 3.12459 3.76454 -1.47872  C20 1.090
29 H 1.80936 4.96318 -1.64813  C20 1.090
30 H 1.43286 3.30049 -1.28098  C20 1.090
31 C -0.68199 1.73358 -6.84421  C32 1.516, H38 1.090, H39 1.090, H40 1.090
32 C -1.57588 2.54920 -5.93129  C31 1.516, O33 1.441, H41 1.090, H42 1.090
33 O -1.08837 2.59995 -4.57585  C32 1.441, S34 1.713
34 S -1.53300 3.97390 -3.65416  O33 1.713, C35 1.833, O36 1.505, O37 1.447
35 C -0.54801 5.27549 -4.48858  S34 1.833, H43 1.090, H44 1.090, H45 1.090
36 O -2.97618 4.25887 -3.97341  S34 1.505
37 O -0.97625 3.71389 -2.34391  S34 1.447
38 H 0.35424 2.07152 -6.83257  C31 1.090
39 H -0.90682 1.91429 -7.89535  C31 1.090
40 H -0.69274 0.66746 -6.61757  C31 1.090
41 H -1.73333 3.52983 -6.38035  C32 1.090
42 H -2.51793 2.00103 -5.94350  C32 1.090
43 H -0.93618 6.22601 -4.12261  C35 1.090
44 H -0.78234 5.21197 -5.55120  C35 1.090
45 H 0.50912 5.04119 -4.36344  C35 1.090
46 C -0.72725 -2.45699 3.33974  C47 1.535, H53 1.090, H54 1.090, H55 1.090
47 C -2.08979 -1.75049 3.35837  C46 1.535, O48 1.386, H56 1.090, H57 1.090
48 O -3.02801 -2.57226 2.75336  C47 1.386, S49 1.621
49 S -4.62205 -2.50320 3.04033  O48 1.621, C50 1.854, O51 1.444, O52 1.426
50 C -4.64803 -3.35865 4.68450  S49 1.854, H58 1.090, H59 1.090, H60 1.090
51 O -5.02440 -1.14006 3.29817  S49 1.444
52 O -5.27518 -3.32775 2.07751  S49 1.426
53 H -0.46802 -2.68273 2.30536  C46 1.090
54 H -0.86258 -3.40226 3.86534  C46 1.090
55 H 0.00357 -1.78797 3.79406  C46 1.090
56 H -2.44519 -1.68491 4.38671  C47 1.090
57 H -2.20500 -0.79882 2.83955  C47 1.090
58 H -5.58144 -3.88356 4.88774  C50 1.090
59 H -4.37595 -2.64289 5.46023  C50 1.090
60 H -4.04304 -4.26501 4.70885  C50 1.090
61 C -9.07230 3.36169 2.05930  C62 1.513, H68 1.090, H69 1.090, H70 1.090
62 C -7.82936 3.52064 2.90729  C61 1.513, O63 1.429, H71 1.090, H72 1.090
63 O -6.78781 3.84240 1.98364  C62 1.429, S64 1.688
64 S -5.25076 3.27459 2.38875  O63 1.688, C65 1.798, O66 1.484, O67 1.430
65 C -5.44852 1.58173 1.81594  S64 1.798, H73 1.090, H74 1.090, H75 1.090
66 O -4.31456 3.96965 1.47020  S64 1.484
67 O -5.05834 3.22269 3.80455  S64 1.430
68 H -9.00982 4.02942 1.20003  C61 1.090
69 H -9.95423 3.65093 2.63080  C61 1.090
70 H -9.26891 2.35584 1.68820  C61 1.090
71 H -7.99651 4.36894 3.57103  C62 1.090
72 H -7.68348 2.69897 3.60848  C62 1.090
73 H -6.12873 1.17603 2.56483  C65 1.090
74 H -4.50920 1.03048 1.77226  C65 1.090
75 H -6.00861 1.61235 0.88135  C65 1.090
76 C 0.98408 -1.61568 7.54156  C77 1.537, H83 1.090, H84 1.090, H85 1.090
77 C 1.60099 -0.42187 6.79462  C76 1.537, O78 1.438, H86 1.090, H87 1.090
78 O 1.63770 -0.73730 5.39209  C77 1.438, S79 1.694
79 S 2.30258 0.39165 4.31907  O78 1.694, C80 1.900, O81 1.467, O82 1.492
80 C 0.81858 1.51384 3.93162  S79 1.900, H88 1.090, H89 1.090, H90 1.090
81 O 3.26748 1.17510 5.09868  S79 1.467
82 O 2.60470 -0.37307 3.07461  S79 1.492
83 H 0.04047 -2.04501 7.20484  C76 1.090
84 H 0.94288 -1.38493 8.60606  C76 1.090
85 H 1.71850 -2.42110 7.53556  C76 1.090
86 H 1.04601 0.50566 6.93523  C77 1.090
87 H 2.63895 -0.22676 7.06418  C77 1.090
88 H 0.01974 1.02479 3.37414  C80 1.090
89 H 1.19266 2.35817 3.35261  C80 1.090
90 H 0.51543 2.02982 4.84264  C80 1.090
91 C -3.44669 -0.78551 -4.73465  C92 1.539, H98 1.090, H99 1.090, H100 1.090
92 C -3.78961 -1.76673 -3.59931  C91 1.539, O93 1.437, H101 1.090, H102 1.090
93 O -5.21970 -1.90010 -3.63535  C92 1.437, S94 1.654
94 S -5.99354 -1.73878 -2.18280  O93 1.654, C95 1.845, O96 1.495, O97 1.449
95 C -5.18585 -3.10919 -1.24812  S94 1.845, H103 1.090, H104 1.090, H105 1.090
96 O -5.55468 -0.43069 -1.60750  S94 1.495
97 O -7.40064 -2.01610 -2.39122  S94 1.449
98 H -3.88102 0.13777 -4.35122  C91 1.090
99 H -3.88987 -1.08330 -5.68491  C91 1.090
100 H -2.36168 -0.73290 -4.82459  C91 1.090
101 H -3.30809 -2.69816 -3.89709  C92 1.090
102 H -3.43550 -1.47021 -2.61199  C92 1.090
103 H -5.71160 -3.17537 -0.29559  C95 1.090
104 H -4.18068 -2.71252 -1.10530  C95 1.090
105 H -5.24119 -3.99106 -1.88634  C95 1.090
106 C -0.84276 -4.09995 -1.31185  C107 1.560, H113 1.090, H114 1.090, H115 1.090
107 C -1.90065 -4.20036 -0.16940  C106 1.560, O108 1.400, H116 1.090, H117 1.090
108 O -1.38916 -4.92166 0.91610  C107 1.400, S109 1.690
109 S -1.68393 -6.58006 1.05073  O108 1.690, C110 1.914, O111 1.451, O112 1.459
110 C -3.33827 -6.31169 1.97458  S109 1.914, H118 1.090, H119 1.090, H120 1.090
111 O -1.89362 -7.15319 -0.26530  S109 1.451
112 O -0.77145 -7.23853 1.97997  S109 1.459
113 H -0.63147 -5.05444 -1.79394  C106 1.090
114 H 0.12002 -3.67413 -1.02934  C106 1.090
115 H -1.36189 -3.55741 -2.10195  C106 1.090
116 H -2.06438 -3.21532 0.26763  C107 1.090
117 H -2.89937 -4.45000 -0.52765  C107 1.090
118 H -3.13561 -5.64631 2.81381  C110 1.090
119 H -3.65603 -7.29321 2.32638  C110 1.090
120 H -4.07830 -5.83985 1.32819  C110 1.090
121 C 4.71588 1.24479 -0.41768  C122 1.569, H128 1.090, H129 1.090, H130 1.090
122 C 5.71914 2.40448 -0.08540  C121 1.569, O123 1.428, H131 1.090, H132 1.090
123 O 6.47309 2.53734 -1.29120  C122 1.428, S124 1.607
124 S 7.87996 3.31325 -1.33778  O123 1.607, C125 1.823, O126 1.428, O127 1.446
125 C 8.84380 2.67353 0.07060  S124 1.823, H133 1.090, H134 1.090, H135 1.090
126 O 8.55530 2.99636 -2.55499  S124 1.428
127 O 7.64174 4.71750 -1.08740  S124 1.446
128 H 4.19977 0.80161 0.43400  C121 1.090
129 H 5.31453 0.41428 -0.79180  C121 1.090
130 H 3.91163 1.49130 -1.11088  C121 1.090
131 H 5.24248 3.35375 0.15909  C122 1.090
132 H 6.43776 2.00510 0.63028  C122 1.090
133 H 8.73716 1.59818 0.21316  C125 1.090
134 H 8.40129 3.12501 0.95855  C125 1.090
135 H 9.89305 2.96672 0.10529  C125 1.090
136 C 4.06407 -3.94594 0.79494  C137 1.523, H143 1.090, H144 1.090, H145 1.090
137 C 5.15948 -3.48664 -0.15861  C136 1.523, O138 1.390, H146 1.090, H147 1.090
138 O 5.43117 -2.17258 0.20284  C137 1.390, S139 1.589
139 S 6.75312 -1.85147 1.02329  O138 1.589, C140 1.821, O141 1.484, O142 1.440
140 C 7.99438 -2.14383 -0.27731  S139 1.821, H148 1.090, H149 1.090, H150 1.090
141 O 6.72351 -0.42618 1.43721  S139 1.484
142 O 6.90795 -2.84627 2.05306  S139 1.440
143 H 3.79567 -4.98682 0.61430  C136 1.090
144 H 3.14072 -3.37994 0.91810  C136 1.090
145 H 4.40794 -4.00080 1.82782  C136 1.090
146 H 5.98778 -4.19478 -0.13465  C137 1.090
147 H 4.88252 -3.42330 -1.21092  C137 1.090
148 H 8.09420 -3.22738 -0.34104  C140 1.090
149 H 8.87590 -1.60296 0.06691  C140 1.090
150 H 7.64554 -1.64301 -1.18040  C140 1.090
151 C 1.40586 -1.10058 -0.00444  C152 1.521, H158 1.090, H159 1.090, H160 1.090
152 C 0.74574 0.26260 0.13306  C151 1.521, O153 1.441, H161 1.090, H162 1.090
153 O -0.58745 -0.01473 0.60343  C152 1.441, S154 1.675
154 S -1.91775 0.23358 -0.38300  O153 1.675, C155 1.819, O156 1.461, O157 1.483
155 C -2.19332 1.96531 0.09885  S154 1.819, H163 1.090, H164 1.090, H165 1.090
156 O -1.51574 0.01765 -1.77050  S154 1.461
157 O -3.07685 -0.48688 0.19852  S154 1.483
158 H 2.40881 -1.03793 -0.42667  C151 1.090
159 H 0.82131 -1.68123 -0.71805  C151 1.090
160 H 1.57059 -1.67669 0.90610  C151 1.090
161 H 1.14673 0.75736 1.01766  C152 1.090
162 H 0.87173 0.86003 -0.76988  C152 1.090
163 H -2.49289 2.10084 1.13808  C155 1.090
164 H -3.00965 2.27739 -0.55254  C155 1.090
165 H -1.33091 2.61985 -0.02731  C155 1.090